Density functional theory data (ωB97M-V/def2-TZVPD) for a molecular structure, C28H30O5PS3Ti in a non-equilibrium geometry.

Computed properties:
E_LUMO: -3.58 eV
net charge: +1
DFT total energy: -104667.058 eV
energy above the lowest of the compared OMol25 structures with the same formula, charge and spin: 0.121 eV
E_HOMO: -11.625 eV

XYZ file:
```
68
Properties=species:S:1:pos:R:3:nbo_charge:R:1
Ti 0.61 -0.10 0.46 1.271
O 2.92 -2.06 1.52 -0.944
S 3.00 -0.63 1.51 2.255
O 2.47 -0.05 0.17 -0.955
O 4.25 -0.04 1.87 -0.884
S 1.39 0.05 2.65 -0.282
C -2.69 0.45 2.44 -0.633
C -2.49 0.15 0.96 0.097
C -3.02 1.23 0.05 -0.618
O -1.08 0.00 0.69 -0.674
H -3.02 1.48 2.60 0.220
H -1.76 0.31 2.99 0.230
H -3.43 -0.22 2.88 0.232
H -2.95 -0.80 0.70 0.193
H -2.52 2.18 0.26 0.202
H -4.09 1.36 0.22 0.235
H -2.86 0.98 -1.00 0.221
C 0.02 3.88 0.45 -0.931
P 0.79 2.39 -0.20 1.014
C 0.26 2.17 -1.91 -0.388
C -0.42 3.13 -2.64 -0.183
C -0.89 2.83 -3.91 -0.187
C -0.69 1.56 -4.45 -0.180
C -0.01 0.60 -3.72 -0.214
C 0.46 0.90 -2.45 -0.137
C 2.54 2.88 -0.24 -0.275
C 3.22 3.03 -1.44 -0.231
C 4.58 3.32 -1.43 -0.186
C 5.25 3.44 -0.22 -0.184
C 4.57 3.27 0.98 -0.185
C 3.22 2.99 0.97 -0.214
H 0.32 4.72 -0.18 0.256
H 0.41 4.04 1.46 0.266
H -1.07 3.81 0.50 0.247
H -0.58 4.12 -2.24 0.224
H -1.42 3.58 -4.48 0.232
H -1.05 1.33 -5.44 0.231
H 0.16 -0.39 -4.14 0.230
H 1.01 0.13 -1.92 0.190
H 2.70 2.92 -2.39 0.220
H 5.11 3.44 -2.36 0.224
H 6.32 3.64 -0.21 0.227
H 5.11 3.33 1.92 0.230
H 2.70 2.82 1.91 0.219
O 0.56 -1.93 -0.21 -0.921
S 0.12 -2.91 0.92 1.257
C 1.13 -4.35 0.82 -0.184
C 1.64 -4.84 2.01 -0.186
C 2.45 -5.96 1.97 -0.203
C 2.75 -6.55 0.74 -0.164
C 2.22 -6.04 -0.44 -0.185
C 1.40 -4.92 -0.41 -0.214
C -1.39 -3.58 0.24 -0.171
C -1.94 -3.01 -0.90 -0.249
C -3.10 -3.57 -1.42 -0.186
C -3.70 -4.66 -0.80 -0.185
C -3.15 -5.19 0.36 -0.191
C -1.99 -4.65 0.89 -0.222
H 1.43 -4.34 2.95 0.236
H 2.87 -6.36 2.88 0.234
H 3.40 -7.42 0.71 0.231
H 2.46 -6.50 -1.39 0.230
H 0.99 -4.50 -1.32 0.234
H -1.47 -2.17 -1.38 0.236
H -3.53 -3.16 -2.33 0.227
H -4.60 -5.09 -1.22 0.232
H -3.62 -6.04 0.85 0.234
H -1.55 -5.07 1.78 0.231
```

***

Density functional theory data (ωB97M-V/def2-TZVPD) for a molecular structure, C28H31BFeO5S in a non-equilibrium geometry.

Computed properties:
E_LUMO (alpha / beta): -7.77 / -9.62 eV
net charge: +2
DFT total energy: -85653.762 eV
energy above the lowest of the compared OMol25 structures with the same formula, charge and spin: 1.383 eV
E_HOMO (alpha / beta): -13.696 / -13.909 eV
2S+1: 5

XYZ file:
```
67
Properties=species:S:1:pos:R:3:nbo_charge:R:1
C 1.03 3.10 -5.56 -0.642
C 0.64 2.31 -4.35 0.017
C 1.35 1.16 -4.01 -0.215
C 0.94 0.35 -2.94 -0.152
C -0.21 0.67 -2.20 -0.479
B -0.87 -0.15 -0.99 1.168
C 0.46 -1.97 -0.90 0.062
C 0.41 -3.10 -0.06 -0.349
C 0.41 -4.34 -0.82 -0.188
C 0.07 -4.16 -2.16 0.052
C -0.30 -5.18 -3.16 -0.695
S -0.08 -2.45 -2.53 0.533
O -0.52 0.06 0.34 -0.720
C -1.72 -0.07 1.11 0.248
C -1.39 -0.89 2.34 -0.625
C -2.05 1.36 1.52 -0.624
C -2.78 -0.74 0.11 0.252
C -2.98 -2.25 0.28 -0.630
C -4.14 -0.07 0.10 -0.633
O -2.18 -0.57 -1.20 -0.739
C -0.87 1.87 -2.49 -0.165
C -0.45 2.68 -3.55 -0.181
H 0.17 3.56 -6.04 0.236
H 1.74 3.90 -5.33 0.240
H 1.52 2.44 -6.29 0.230
H 2.25 0.89 -4.58 0.227
H 1.54 -0.51 -2.65 0.169
H 0.55 -3.07 1.02 0.262
H 0.66 -5.32 -0.40 0.272
H 0.40 -6.03 -3.16 0.283
H -1.30 -5.56 -2.91 0.292
H -0.34 -4.74 -4.16 0.264
H -2.30 -0.98 2.95 0.246
H -1.02 -1.88 2.09 0.202
H -0.61 -0.39 2.94 0.211
H -1.18 1.81 2.02 0.214
H -2.25 1.97 0.64 0.226
H -2.91 1.36 2.19 0.240
H -3.56 -2.50 1.18 0.236
H -3.56 -2.62 -0.58 0.242
H -2.04 -2.81 0.30 0.186
H -4.61 -0.17 1.09 0.228
H -4.06 1.00 -0.17 0.227
H -4.78 -0.55 -0.65 0.242
H -1.73 2.16 -1.88 0.221
H -0.98 3.62 -3.77 0.234
O 3.31 4.01 6.10 -0.403
C 2.91 3.25 5.30 0.480
Fe 1.87 2.29 4.26 0.008
C 1.03 1.60 5.63 0.551
O 0.47 1.40 6.62 -0.411
C 0.68 3.62 4.24 0.543
O 0.01 4.53 4.53 -0.407
C 2.06 -0.54 0.13 -0.082
C 1.87 0.86 0.08 -0.151
C 2.21 1.90 0.95 -0.079
C 2.78 1.88 2.25 -0.299
C 2.73 0.72 3.07 -0.339
C 2.23 -0.56 2.63 0.038
C 2.31 -1.15 1.36 -0.246
H 2.30 -1.11 -0.78 0.271
H 1.44 1.24 -0.86 0.276
H 2.12 2.90 0.51 0.253
H 3.43 2.73 2.54 0.289
H 3.32 0.72 4.03 0.302
H 1.99 -1.26 3.44 0.234
H 2.57 -2.22 1.28 0.246
```

***

Density functional theory data (ωB97M-V/def2-TZVPD) for a molecular structure, C28H31BN7S6Y in a non-equilibrium geometry.

Computed properties:
E_LUMO: -0.46 eV
DFT total energy: -106702.630 eV
energy above the lowest of the compared OMol25 structures with the same formula, charge and spin: 2.878 eV
E_HOMO: -6.428 eV

XYZ file:
```
74
Properties=species:S:1:pos:R:3:lowdin_charge:R:1
Y -0.09 0.63 0.79 1.385
C -1.08 -3.41 1.32 -0.042
C -0.03 -2.89 0.32 -0.326
C 0.81 -3.74 -0.29 -0.003
C 1.49 -3.00 -1.33 -0.281
C 2.48 -3.52 -2.24 -0.031
N 1.07 -1.70 -1.26 0.049
N 0.22 -1.63 -0.10 -0.016
B 1.90 -0.31 -1.60 -0.500
N 0.84 0.80 -1.72 -0.067
N 1.00 2.04 -1.08 0.023
C 0.59 2.96 -1.92 -0.365
C 0.81 4.43 -1.87 -0.025
C -0.05 2.36 -3.06 0.000
C 0.19 1.01 -2.93 -0.300
C -0.27 -0.04 -3.90 -0.007
N 2.92 0.06 -0.49 0.056
N 2.41 0.32 0.85 0.019
C 3.42 0.08 1.72 -0.340
C 3.20 0.29 3.20 -0.027
C 4.58 -0.22 1.03 0.014
C 4.24 -0.18 -0.36 -0.279
C 5.14 -0.40 -1.51 -0.040
H -0.65 -4.10 2.00 0.064
H -1.47 -2.49 1.87 0.029
H -1.93 -3.85 0.80 0.080
H 1.05 -4.74 0.05 0.114
H 3.29 -4.07 -1.71 0.106
H 1.92 -4.15 -2.95 0.098
H 2.82 -2.61 -2.76 0.063
H 2.40 -0.55 -2.74 0.118
H 1.57 4.61 -1.16 0.065
H 1.10 4.77 -2.85 0.084
H -0.16 4.88 -1.60 0.093
H -0.45 2.93 -3.98 0.155
H 0.59 -0.26 -4.57 0.090
H -0.41 -1.00 -3.37 0.083
H -1.18 0.20 -4.44 0.070
H 4.02 -0.09 3.84 0.080
H 3.04 1.42 3.44 0.111
H 2.30 -0.23 3.57 0.055
H 5.54 -0.39 1.49 0.107
H 4.68 -0.15 -2.50 0.072
H 5.93 0.38 -1.54 0.089
H 5.52 -1.49 -1.59 0.119
S -0.98 0.18 5.56 1.023
C -0.86 -1.44 5.15 -0.456
C -0.56 -1.71 3.86 -0.253
C -0.51 -0.54 3.04 -0.186
C -0.85 0.62 3.90 -0.543
C -1.11 1.96 3.47 -0.295
C -1.71 3.00 4.22 -0.020
C -1.75 4.30 3.72 -0.030
C -1.21 4.61 2.43 -0.057
C -0.69 3.57 1.74 -0.129
N -0.56 2.30 2.26 -0.064
H -1.03 -2.25 5.91 0.091
H -0.42 -2.70 3.49 0.059
H -2.15 2.73 5.16 0.095
H -2.33 5.07 4.25 0.114
H -1.39 5.60 1.96 0.122
H -0.22 3.66 0.76 0.087
C -5.23 -1.05 -4.30 -0.411
S -4.47 0.32 -3.39 0.825
C -4.45 -0.55 -1.87 -0.961
C -3.61 -0.19 -0.73 -1.164
S -2.50 1.13 -0.64 0.473
S -3.73 -1.17 0.63 0.886
C -5.14 -2.03 0.19 -1.564
S -6.04 -2.80 1.26 0.561
S -5.65 -1.66 -1.38 0.926
H -5.29 -1.91 -3.72 -0.045
H -4.65 -1.25 -5.24 0.055
H -6.22 -0.77 -4.58 0.021
```

***

Density functional theory data (ωB97M-V/def2-TZVPD) for a molecular structure, C28H31Br66N2O3 in a non-equilibrium geometry.

Computed properties:
E_LUMO: 0.64 eV
net charge: -1
DFT total energy: -4661456.196 eV
E_HOMO: -3.464 eV

XYZ file:
```
130
Properties=species:S:1:pos:R:3:lowdin_charge:R:1
O -1.85 2.11 1.06 -0.105
C -2.91 1.61 0.94 -0.416
N -3.94 0.93 0.93 -0.166
N -3.67 -0.39 0.29 -0.187
C -3.24 -1.34 1.34 -0.336
C -1.98 -2.10 0.87 -0.182
C -0.95 -1.00 0.52 -0.232
C 0.41 -1.52 0.06 -0.229
O 1.20 -2.19 1.07 -0.183
C 1.52 -1.28 2.04 -0.392
O 1.19 -1.48 3.18 0.092
H -4.04 -2.05 1.63 0.045
H -3.03 -0.74 2.25 0.103
H -1.63 -2.79 1.65 0.111
H -2.18 -2.64 -0.07 0.076
H -0.90 -0.33 1.38 0.110
H -1.43 -0.52 -0.35 -0.049
H 0.99 -0.68 -0.36 0.072
H 0.25 -2.22 -0.77 0.068
H 2.08 -0.36 1.74 -0.002
C -0.38 5.72 2.71 -1.619
Br -0.29 3.95 1.96 0.726
Br 1.35 6.36 3.32 0.518
Br -1.21 6.97 1.50 0.557
H -1.01 5.66 3.59 -0.078
C -1.03 0.92 -3.59 -1.581
Br 0.77 0.26 -3.34 0.571
Br -1.86 0.15 -5.16 0.518
Br -2.14 0.65 -2.03 0.764
H -0.96 1.98 -3.77 -0.034
C -2.24 -4.81 -2.94 -1.610
Br -2.33 -3.20 -4.01 0.563
Br -0.70 -4.83 -1.77 0.583
Br -3.85 -5.09 -1.92 0.542
H -2.14 -5.63 -3.63 -0.036
C -7.51 3.36 0.91 -1.604
Br -6.39 1.85 0.48 0.686
Br -6.51 5.01 0.97 0.551
Br -9.03 3.49 -0.30 0.524
H -7.91 3.19 1.90 -0.035
C 5.17 1.31 1.41 -1.579
Br 6.71 0.82 0.34 0.524
Br 5.18 3.18 1.87 0.598
Br 3.54 0.78 0.54 0.698
H 5.23 0.76 2.33 -0.031
C -9.71 -1.00 3.56 -1.652
Br -7.92 -1.41 4.18 0.548
Br -10.43 0.53 4.48 0.559
Br -9.78 -0.80 1.64 0.546
H -10.33 -1.85 3.81 -0.131
C -7.83 5.79 -3.37 -1.612
Br -6.67 4.31 -3.83 0.582
Br -6.86 7.45 -3.27 0.602
Br -9.33 5.92 -4.57 0.528
H -8.22 5.58 -2.39 -0.076
C -12.29 8.24 -2.00 -1.636
Br -12.13 6.33 -1.77 0.553
Br -10.84 9.18 -1.16 0.566
Br -12.46 8.71 -3.87 0.553
H -13.20 8.54 -1.51 -0.035
C 4.19 -4.41 0.65 -1.557
Br 5.29 -5.88 0.06 0.564
Br 5.14 -2.73 0.59 0.590
Br 2.53 -4.31 -0.32 0.677
H 3.94 -4.60 1.69 -0.016
C -9.96 3.12 -8.06 -1.635
Br -8.22 3.67 -8.70 0.564
Br -9.84 2.22 -6.36 0.563
Br -11.19 4.61 -8.00 0.546
H -10.35 2.41 -8.77 -0.036
C 7.63 -1.87 3.14 -1.652
Br 6.75 -1.60 4.84 0.556
Br 9.18 -0.74 2.95 0.559
Br 8.05 -3.73 2.85 0.560
H 6.92 -1.58 2.37 -0.131
C 0.18 5.50 7.64 -1.634
Br 1.17 3.96 7.04 0.574
Br 1.26 7.10 7.61 0.550
Br -1.46 5.73 6.65 0.583
H -0.10 5.32 8.67 -0.035
C 7.68 0.52 -3.75 -1.597
Br 6.79 2.13 -3.19 0.544
Br 8.75 -0.27 -2.34 0.537
Br 6.45 -0.76 -4.50 0.559
H 8.37 0.80 -4.54 -0.053
C 7.88 -6.02 -2.71 -1.607
Br 9.43 -6.58 -3.71 0.516
Br 7.89 -4.12 -2.35 0.543
Br 6.25 -6.57 -3.57 0.571
H 7.92 -6.52 -1.75 -0.044
C -5.51 8.50 -6.69 -1.650
Br -4.37 7.01 -7.12 0.564
Br -4.52 10.16 -6.66 0.557
Br -7.03 8.60 -7.86 0.553
H -5.89 8.34 -5.69 -0.121
C 10.88 -2.76 -4.55 -1.626
Br 11.79 -4.36 -5.11 0.535
Br 11.98 -1.19 -4.76 0.568
Br 9.18 -2.57 -5.44 0.526
H 10.67 -2.87 -3.50 -0.051
C 8.20 5.52 -5.70 -1.627
Br 7.33 5.85 -4.02 0.567
Br 9.74 6.64 -5.95 0.566
Br 8.64 3.65 -5.92 0.564
H 7.49 5.77 -6.48 -0.030
C 6.51 -2.97 8.78 -1.662
Br 8.06 -3.49 7.76 0.535
Br 6.57 -1.10 9.26 0.562
Br 4.88 -3.43 7.86 0.572
H 6.53 -3.54 9.70 -0.158
C -9.97 -4.16 6.85 -1.609
Br -10.94 -2.80 7.81 0.572
Br -10.42 -4.15 4.97 0.603
Br -8.07 -4.03 7.14 0.577
H -10.29 -5.12 7.25 -0.033
C 9.03 -4.79 12.13 -1.613
Br 10.57 -5.30 11.09 0.575
Br 9.06 -2.92 12.60 0.578
Br 7.38 -5.26 11.23 0.640
H 9.06 -5.36 13.05 -0.032
C 10.74 -8.40 -7.55 -1.625
Br 12.34 -8.11 -8.59 0.565
Br 11.14 -9.21 -5.84 0.555
Br 9.71 -6.78 -7.35 0.546
H 10.13 -9.10 -8.10 -0.031
C -7.68 -4.14 -0.06 -1.597
Br -8.61 -4.24 1.63 0.511
Br -6.34 -2.75 -0.05 0.605
Br -6.95 -5.86 -0.53 0.531
H -8.41 -3.88 -0.81 -0.028
```

***

Density functional theory data (ωB97M-V/def2-TZVPD) for a molecular structure, C28H31BrCl3N2O3RhSb.

Computed properties:
E_LUMO: -3.47 eV
net charge: +1
DFT total energy: -155810.128 eV
energy above the lowest of the compared OMol25 structures with the same formula, charge and spin: 0.000 eV
E_HOMO: -10.617 eV

XYZ file:
```
70
Properties=species:S:1:pos:R:3:nbo_charge:R:1
Rh 0.07 0.67 0.88 0.717
O 3.65 -1.12 -0.84 -0.707
C 3.73 -0.35 -1.96 0.405
C 4.82 -0.50 -2.80 -0.289
C 4.94 0.31 -3.91 -0.161
C 3.99 1.28 -4.20 -0.247
C 2.90 1.42 -3.36 -0.158
C 2.75 0.60 -2.24 -0.194
C 1.52 0.72 -1.39 0.210
O 1.81 0.80 -0.03 -0.692
N 0.69 -0.52 -1.54 -0.441
N -0.38 -0.42 -0.69 -0.165
C -1.56 -0.81 -0.97 0.027
C -2.69 -0.65 -0.08 -0.125
Br -2.27 -0.12 1.73 0.215
C -3.97 -0.79 -0.40 -0.127
C -4.46 -1.03 -1.77 -0.029
C -3.97 -0.29 -2.85 -0.234
C -4.46 -0.51 -4.12 -0.191
C -5.43 -1.48 -4.33 -0.182
C -5.94 -2.20 -3.26 -0.194
C -5.47 -1.97 -1.98 -0.203
H 2.96 -0.72 -0.28 0.491
H 5.57 -1.25 -2.55 0.230
H 5.80 0.19 -4.56 0.224
H 4.10 1.92 -5.06 0.225
H 2.15 2.17 -3.57 0.215
H 0.92 1.58 -1.71 0.189
H 0.40 -0.70 -2.50 0.379
H -1.75 -1.28 -1.94 0.240
H -4.71 -0.72 0.38 0.238
H -3.25 0.51 -2.67 0.225
H -4.09 0.07 -4.95 0.227
H -5.81 -1.65 -5.33 0.229
H -6.72 -2.94 -3.42 0.230
H -5.87 -2.52 -1.14 0.221
Cl -2.46 6.98 2.67 0.035
C -1.98 5.54 1.84 -0.042
C -1.07 4.69 2.42 -0.243
C -0.73 3.55 1.72 -0.118
Cl 0.44 2.43 2.46 0.128
C -1.21 3.20 0.46 0.344
O -0.85 2.12 -0.21 -0.762
C -2.15 4.11 -0.08 -0.100
Cl -2.83 3.74 -1.62 0.029
C -2.52 5.26 0.59 -0.219
H -0.65 4.90 3.39 0.250
H -3.24 5.93 0.14 0.253
C 0.22 -3.69 1.03 -0.622
C 0.22 -3.04 2.41 -0.733
Sb 1.18 -1.14 2.39 1.328
C 3.23 -1.64 2.18 -0.731
C 4.14 -0.42 2.36 -0.632
C 1.10 -0.49 4.42 -0.734
C 1.63 -1.53 5.40 -0.627
H -0.26 -4.67 1.07 0.231
H 1.23 -3.84 0.66 0.220
H -0.31 -3.08 0.30 0.198
H 0.75 -3.65 3.14 0.237
H -0.79 -2.89 2.79 0.233
H 3.39 -2.13 1.22 0.255
H 3.41 -2.39 2.96 0.234
H 3.94 0.34 1.60 0.229
H 5.18 -0.72 2.26 0.236
H 4.02 0.03 3.34 0.205
H 0.06 -0.24 4.63 0.232
H 1.67 0.43 4.48 0.234
H 1.04 -2.45 5.38 0.212
H 1.60 -1.15 6.42 0.234
H 2.67 -1.80 5.19 0.212
```

***

Density functional theory data (ωB97M-V/def2-TZVPD) for a molecular structure, C28H31ClF2IrN6O7S in a non-equilibrium geometry.

Computed properties:
E_LUMO (alpha / beta): -8.95 / -9.03 eV
net charge: +2
DFT total energy: -84426.022 eV
energy above the lowest of the compared OMol25 structures with the same formula, charge and spin: 3.842 eV
E_HOMO (alpha / beta): -13.732 / -13.731 eV
2S+1: 2

XYZ file:
```
77
Properties=species:S:1:pos:R:3:mulliken_spin:R:1
Ir -1.22 0.10 0.55 0.004
O -4.86 2.34 4.71 0.000
C -3.76 1.90 5.21 0.000
O -3.39 2.08 6.35 0.000
C -2.85 1.09 4.33 0.000
C -1.69 0.48 4.82 0.002
Cl -1.11 0.52 6.40 0.000
N -1.07 -0.12 3.78 0.004
N -1.76 0.08 2.65 -0.003
C -2.84 0.80 2.96 -0.001
C -3.80 1.27 1.86 0.000
O -4.87 1.74 2.21 0.000
O -3.38 1.11 0.69 -0.009
C 0.10 -0.93 3.83 -0.001
C 1.11 -0.75 2.89 0.002
C 2.23 -1.56 2.91 0.000
C 2.35 -2.54 3.89 0.000
C 1.36 -2.70 4.84 0.000
C 0.22 -1.90 4.82 0.000
H -5.03 2.15 3.73 0.000
H 1.02 0.04 2.14 -0.001
H 3.00 -1.44 2.17 0.000
H 3.23 -3.17 3.92 0.000
H 1.46 -3.46 5.60 0.000
H -0.55 -2.05 5.55 0.000
N -2.91 -1.54 0.08 0.008
C -2.47 -2.93 0.18 -0.001
C -1.03 -3.01 -0.32 -0.003
N -0.24 -2.07 0.48 0.007
H -3.72 -1.37 0.67 0.000
H -3.19 -1.33 -0.87 0.004
H -3.11 -3.60 -0.40 0.001
H -2.52 -3.25 1.23 0.000
H -0.98 -2.71 -1.37 0.003
H -0.65 -4.03 -0.23 -0.001
H 0.73 -1.99 0.16 0.003
H -0.21 -2.40 1.45 0.000
O 4.11 -0.72 -3.96 0.001
C 3.23 -1.63 -4.60 0.000
N 1.96 -1.49 -3.95 -0.001
C 0.96 -0.78 -4.54 0.061
O 0.94 -0.51 -5.72 0.045
C -0.16 -0.31 -3.67 0.198
C -1.38 -0.07 -4.22 -0.057
C -2.38 0.54 -3.44 0.293
C -2.14 0.74 -2.08 0.005
N -1.01 0.43 -1.47 0.303
C 0.16 0.14 -2.27 -0.080
H 4.92 -0.65 -4.48 0.000
H 3.59 -2.66 -4.49 0.000
H 3.11 -1.38 -5.66 0.000
H 1.95 -1.69 -2.96 0.000
H -1.57 -0.34 -5.25 0.010
H -3.33 0.81 -3.87 -0.015
H -2.94 1.12 -1.45 0.017
H 0.75 -0.62 -1.74 0.056
F -0.88 2.55 2.09 -0.001
C -0.58 2.08 0.86 -0.002
F -1.14 2.92 -0.02 0.001
H 0.52 2.17 0.74 0.002
C 4.38 0.48 -1.05 0.005
S 2.78 0.46 -0.18 -0.003
O 2.15 -0.86 -0.51 0.000
C 1.92 1.71 -1.18 0.006
C 2.14 3.00 -0.78 0.011
C 1.55 4.08 -1.43 0.019
C 0.70 3.84 -2.53 -0.005
C 0.48 2.59 -2.99 0.001
C 1.15 1.38 -2.41 0.090
H 4.25 0.10 -2.06 -0.001
H 5.07 -0.15 -0.50 0.000
H 4.74 1.50 -1.05 0.000
H 2.77 3.17 0.08 0.000
H 1.70 5.08 -1.08 -0.002
H 0.22 4.68 -3.01 0.001
H -0.15 2.42 -3.85 0.003
H 1.88 1.03 -3.17 0.021
```